{
  "formula": "C32H26IrN7O11Si",
  "method": "wB97M-V/def2-TZVPD",
  "lumo_energy_ev": [1.62, 0.45],
  "e_tot_ha": -2839.3325,
  "charge": -1,
  "spin_multiplicity": 6,
  "species": ["Ir", "O", "N", "N", "O", "C", "C", "C", "C", "C", "C", "H", "H", "H", "H", "H", "O", "C", "O", "C", "C", "C", "C", "C", "C", "O", "N", "O", "O", "N", "O", "O", "H", "H", "O", "N", "C", "C", "N", "C", "N", "C", "C", "C", "C", "Si", "O", "C", "C", "C", "C", "C", "C", "C", "C", "C", "C", "C", "C", "H", "H", "H", "H", "H", "H", "H", "H", "H", "H", "H", "H", "H", "H", "H", "H", "H", "H", "H"],
  "positions_angstrom": [[-0.040, -1.222, -0.480], [2.219, -0.947, -0.895], [2.839, -2.059, -0.881], [2.146, -3.099, -1.137], [0.895, -3.036, -1.482], [2.729, -4.360, -0.921], [1.901, -5.467, -0.781], [2.471, -6.698, -0.513], [3.845, -6.821, -0.389], [4.662, -5.711, -0.537], [4.111, -4.474, -0.805], [0.831, -5.336, -0.851], [1.839, -7.563, -0.388], [4.284, -7.783, -0.170], [5.732, -5.814, -0.439], [4.728, -3.596, -0.910], [-3.781, 0.467, -1.912], [-3.022, -0.372, -1.433], [-1.768, -0.169, -1.350], [-3.636, -1.667, -0.936], [-5.003, -1.724, -0.962], [-5.704, -2.893, -0.635], [-4.990, -4.061, -0.403], [-3.609, -4.035, -0.370], [-2.857, -2.793, -0.472], [-1.656, -2.756, -0.139], [-2.927, -5.278, -0.218], [-3.617, -6.275, -0.045], [-1.717, -5.328, -0.295], [-7.117, -2.880, -0.599], [-7.703, -3.923, -0.342], [-7.694, -1.824, -0.813], [-5.557, -0.843, -1.256], [-5.509, -4.999, -0.258], [0.606, -1.988, 1.495], [1.674, -1.864, 2.151], [2.182, -0.759, 2.650], [1.529, 0.505, 2.524], [1.147, 2.855, 2.486], [3.391, -0.951, 3.350], [4.352, -1.123, 3.957], [-2.558, 2.121, 1.264], [-1.975, 3.092, 0.232], [-1.726, 4.433, 0.936], [-2.981, 3.321, -0.902], [-0.376, 2.312, -0.481], [0.230, 1.016, 0.044], [1.578, 3.855, 1.944], [2.004, 1.758, 2.759], [3.235, 2.150, 3.362], [3.807, 3.410, 3.461], [3.530, 4.607, 2.788], [2.547, 4.765, 1.784], [0.639, 3.324, -1.718], [0.878, 4.689, -1.567], [1.691, 5.375, -2.450], [2.286, 4.710, -3.508], [2.067, 3.352, -3.669], [1.258, 2.666, -2.781], [-3.534, 2.473, 1.597], [-1.900, 2.049, 2.129], [-2.681, 1.127, 0.845], [-2.630, 4.734, 1.465], [-1.486, 5.218, 0.222], [-0.916, 4.356, 1.659], [-3.892, 3.764, -0.503], [-3.249, 2.382, -1.381], [-2.578, 3.990, -1.662], [0.544, 0.431, 2.086], [3.750, 1.356, 3.885], [4.668, 3.458, 4.119], [4.171, 5.454, 2.994], [2.540, 5.581, 1.088], [0.434, 5.225, -0.741], [1.863, 6.434, -2.312], [2.919, 5.247, -4.200], [2.532, 2.825, -4.489], [1.105, 1.605, -2.898]]
}

{
  "formula": "C49H81IN4O17",
  "method": "wB97M-V/def2-TZVPD",
  "lumo_energy_ev": -1.06,
  "e_tot_ha": -3711.5612,
  "smiles": "[H]/N=C(\\N)NCCCCC1=C(I)C(=O)C(CCCCCCCCCCCCCCCCCC)=C(N)C1=O.C[C@@H]1COC(=O)O1.C[C@@H]1COC(=O)O1.C[C@@H]1COC(=O)O1.C[C@@H]1COC(=O)O1.C[C@@H]1COC(=O)O1",
  "charge": 0,
  "spin_multiplicity": 1,
  "species": ["H", "N", "C", "N", "N", "C", "C", "C", "C", "C", "C", "I", "C", "O", "C", "C", "C", "C", "C", "C", "C", "C", "C", "C", "C", "C", "C", "C", "C", "C", "C", "C", "C", "C", "N", "C", "O", "H", "H", "H", "H", "H", "H", "H", "H", "H", "H", "H", "H", "H", "H", "H", "H", "H", "H", "H", "H", "H", "H", "H", "H", "H", "H", "H", "H", "H", "H", "H", "H", "H", "H", "H", "H", "H", "H", "H", "H", "H", "H", "H", "H", "H", "H", "H", "H", "H", "H", "C", "C", "C", "O", "C", "O", "O", "H", "H", "H", "H", "H", "H", "C", "C", "C", "O", "C", "O", "O", "H", "H", "H", "H", "H", "H", "C", "C", "C", "O", "C", "O", "O", "H", "H", "H", "H", "H", "H", "C", "C", "C", "O", "C", "O", "O", "H", "H", "H", "H", "H", "H", "C", "C", "C", "O", "C", "O", "O", "H", "H", "H", "H", "H", "H"],
  "positions_angstrom": [[6.319, -2.116, 1.809], [5.586, -2.822, 1.869], [4.448, -2.325, 1.577], [4.183, -0.997, 1.182], [3.274, -3.115, 1.628], [3.144, -4.079, 0.513], [2.631, -3.309, -0.703], [1.211, -2.756, -0.473], [0.224, -3.307, -1.520], [-1.048, -2.524, -1.580], [-2.054, -2.546, -0.714], [-2.049, -3.753, 0.992], [-3.285, -1.712, -0.923], [-4.343, -2.032, -0.399], [-3.165, -0.508, -1.787], [-4.196, 0.560, -1.596], [-3.607, 1.851, -1.002], [-3.007, 1.595, 0.403], [-1.577, 2.168, 0.485], [-1.623, 3.718, 0.546], [-0.821, 4.389, -0.588], [0.632, 4.735, -0.147], [1.709, 3.888, -0.879], [3.117, 4.548, -0.791], [4.230, 3.567, -0.335], [5.515, 3.603, -1.206], [6.001, 2.217, -1.622], [6.450, 1.372, -0.419], [7.923, 1.643, -0.045], [8.902, 0.540, -0.467], [8.772, 0.032, -1.926], [8.263, -1.425, -2.039], [6.770, -1.549, -2.424], [-2.155, -0.465, -2.664], [-1.933, 0.615, -3.538], [-1.223, -1.628, -2.770], [-0.623, -1.823, -3.820], [3.545, -0.570, 1.847], [5.030, -0.436, 1.184], [3.224, -3.612, 2.508], [2.410, -4.815, 0.810], [4.084, -4.601, 0.297], [3.340, -2.526, -0.975], [2.586, -4.030, -1.527], [1.213, -1.665, -0.451], [0.902, -3.108, 0.509], [0.698, -3.278, -2.500], [0.000, -4.351, -1.281], [-4.683, 0.772, -2.553], [-4.946, 0.192, -0.896], [-4.445, 2.544, -0.895], [-2.893, 2.334, -1.668], [-3.017, 0.527, 0.636], [-3.642, 2.098, 1.132], [-1.038, 1.750, 1.338], [-1.068, 1.863, -0.434], [-1.257, 4.030, 1.523], [-2.660, 4.049, 0.469], [-1.335, 5.273, -0.962], [-0.711, 3.714, -1.441], [0.757, 4.504, 0.912], [0.850, 5.797, -0.274], [1.405, 3.764, -1.919], [1.745, 2.929, -0.361], [3.059, 5.360, -0.067], [3.349, 4.948, -1.779], [4.507, 3.867, 0.680], [3.836, 2.553, -0.248], [6.307, 4.102, -0.639], [5.322, 4.215, -2.089], [6.850, 2.366, -2.297], [5.243, 1.705, -2.222], [6.276, 0.309, -0.593], [5.833, 1.675, 0.432], [7.983, 1.726, 1.045], [8.226, 2.610, -0.455], [8.787, -0.304, 0.217], [9.908, 0.948, -0.350], [9.777, 0.041, -2.354], [8.167, 0.693, -2.546], [8.842, -1.941, -2.809], [8.470, -1.940, -1.098], [6.582, -2.378, -3.102], [6.191, -1.744, -1.513], [6.415, -0.605, -2.826], [-1.670, 1.440, -3.006], [-1.154, 0.409, -4.159], [-8.433, -1.710, 1.541], [-7.127, -0.972, 1.409], [-6.349, -0.764, 2.693], [-5.633, 0.455, 2.399], [-6.358, 1.153, 1.507], [-6.133, 2.283, 1.192], [-7.351, 0.397, 0.994], [-8.919, -1.792, 0.568], [-8.267, -2.710, 1.937], [-9.115, -1.176, 2.203], [-6.497, -1.449, 0.652], [-5.654, -1.569, 2.913], [-6.978, -0.588, 3.557], [-12.343, -1.302, 5.533], [-11.046, -1.937, 5.965], [-10.196, -1.094, 6.891], [-8.871, -1.547, 6.581], [-8.883, -2.000, 5.307], [-7.910, -2.262, 4.673], [-10.151, -2.107, 4.849], [-12.886, -1.961, 4.856], [-12.973, -1.094, 6.397], [-12.153, -0.370, 4.997], [-11.229, -2.924, 6.396], [-10.414, -1.251, 7.944], [-10.260, -0.027, 6.662], [5.797, -8.275, 3.945], [5.132, -7.180, 3.152], [4.199, -6.295, 3.945], [3.253, -5.870, 2.951], [3.217, -6.847, 1.996], [2.409, -6.917, 1.127], [4.227, -7.725, 2.172], [6.437, -8.878, 3.303], [6.406, -7.851, 4.744], [5.051, -8.942, 4.380], [5.877, -6.582, 2.622], [4.694, -5.432, 4.383], [3.662, -6.842, 4.723], [-7.126, 6.801, -0.907], [-5.649, 6.870, -1.201], [-4.861, 5.647, -0.791], [-3.564, 6.201, -0.527], [-3.735, 7.497, -0.165], [-2.890, 8.184, 0.306], [-5.008, 7.892, -0.416], [-7.622, 7.722, -1.214], [-7.582, 5.965, -1.437], [-7.297, 6.680, 0.163], [-5.480, 7.108, -2.255], [-4.798, 4.891, -1.570], [-5.238, 5.188, 0.127], [1.662, 0.084, -5.691], [3.129, -0.092, -5.987], [3.714, -1.420, -5.558], [5.083, -1.078, -5.302], [5.120, 0.231, -4.960], [6.062, 0.785, -4.491], [3.929, 0.824, -5.217], [1.323, 1.068, -6.013], [1.071, -0.673, -6.207], [1.477, 0.009, -4.619], [3.332, 0.099, -7.045], [3.653, -2.189, -6.324], [3.270, -1.793, -4.632]]
}

{
  "formula": "C6H5N5O5",
  "method": "wB97M-V/def2-TZVPD",
  "lumo_energy_ev": -1.20,
  "e_tot_ha": -881.2590,
  "smiles": "[NH3+][C@H]1C(=[N+]([O-])[O-])C=C([N+](=O)[O-])c2nonc21",
  "charge": 0,
  "spin_multiplicity": 1,
  "species": ["N", "C", "C", "N", "O", "O", "C", "C", "N", "O", "O", "C", "N", "O", "N", "C", "H", "H", "H", "H", "H"],
  "positions_angstrom": [[-1.394, -1.804, 1.113], [-0.577, -1.129, -0.042], [-1.043, 0.331, -0.116], [-2.445, 0.631, -0.014], [-2.831, 1.776, -0.342], [-3.317, -0.256, 0.295], [-0.220, 1.446, -0.323], [1.186, 1.302, -0.394], [1.988, 2.487, -0.738], [3.229, 2.409, -0.704], [1.379, 3.537, -1.037], [1.838, 0.028, -0.082], [3.031, -0.464, -0.523], [2.946, -1.853, -0.353], [1.683, -2.254, 0.098], [0.974, -1.124, 0.129], [-0.777, -1.536, 1.899], [-1.698, -2.767, 1.423], [-2.342, -1.317, 1.126], [-0.890, -1.852, -0.845], [-0.720, 2.408, -0.571]]
}

{
  "formula": "C17H26N4O3S",
  "method": "wB97M-V/def2-TZVPD",
  "lumo_energy_ev": 0.52,
  "e_tot_ha": -1505.6647,
  "charge": 0,
  "spin_multiplicity": 1,
  "species": ["O", "C", "N", "H", "C", "C", "N", "C", "C", "C", "C", "H", "H", "H", "H", "H", "H", "C", "C", "C", "N", "S", "O", "O", "N", "C", "C", "C", "C", "C", "H", "H", "H", "H", "H", "H", "H", "H", "H", "H", "C", "C", "H", "H", "H", "H", "H", "H", "H", "H", "H"],
  "positions_angstrom": [[-2.383, -0.536, 1.877], [-2.328, -0.970, 0.655], [-3.459, -1.361, 0.085], [-3.591, -1.735, -0.890], [-4.859, -1.601, 0.665], [-5.767, -0.321, 0.454], [-6.878, -0.607, -0.164], [-7.549, 0.562, -0.851], [-7.283, 1.886, -0.523], [-6.059, 2.074, 0.322], [-5.381, 1.255, 0.776], [-4.540, 1.299, 1.251], [-5.805, 2.952, 0.477], [-7.843, 2.749, -0.739], [-8.407, 0.267, -1.447], [-4.716, -1.392, 2.008], [-5.403, -2.503, 0.660], [-1.298, -1.079, -0.172], [-0.142, -1.909, 0.265], [0.977, -1.999, -0.426], [1.548, -0.738, -0.797], [2.463, -0.114, 0.690], [1.893, 0.756, 1.518], [3.192, -1.314, 1.224], [3.570, 0.938, -0.626], [4.288, 1.884, 0.317], [5.439, 1.212, 1.113], [6.452, 0.873, 0.140], [5.642, -0.494, -0.412], [4.505, -0.004, -1.181], [3.909, -0.692, -1.702], [4.718, 0.677, -2.202], [6.426, -0.894, -1.219], [5.396, -1.324, 0.197], [7.249, 0.287, 0.733], [6.806, 1.632, -0.537], [5.922, 2.258, 1.435], [5.098, 0.709, 2.144], [3.430, 2.323, 1.008], [4.375, 2.745, -0.319], [0.753, 0.200, -1.018], [-0.740, 0.427, -0.098], [-0.442, 0.640, 0.701], [-1.337, 0.938, -0.753], [0.322, 0.102, -2.292], [1.369, 1.159, -1.159], [0.849, -2.539, -1.500], [1.906, -2.823, -0.054], [0.051, -1.599, 1.231], [-0.811, -2.951, 0.438], [-1.529, -1.306, -1.305]]
}

{
  "formula": "C7H10F5N2OPd",
  "method": "wB97M-V/def2-TZVPD",
  "lumo_energy_ev": [-3.06, -6.94],
  "e_tot_ha": -1084.1584,
  "charge": 1,
  "spin_multiplicity": 5,
  "species": ["C", "Pd", "N", "N", "H", "H", "H", "H", "H", "H", "H", "H", "H", "H", "F", "C", "C", "F", "C", "F", "C", "O", "C", "F", "C", "F"],
  "positions_angstrom": [[1.751, 0.953, -1.416], [0.098, -0.100, -1.761], [-1.073, -1.908, -1.531], [0.335, -0.125, -3.898], [-2.013, -1.595, -1.218], [1.823, -0.183, -1.709], [2.189, 0.965, -0.401], [1.231, 1.950, -1.479], [2.526, 1.050, -2.181], [-0.543, 0.079, -4.299], [0.706, -1.001, -4.227], [0.991, 0.615, -4.141], [-1.183, -2.494, -2.353], [-0.681, -2.482, -0.784], [-0.145, 0.299, 5.328], [-0.284, 0.347, 3.990], [-1.006, 1.388, 3.396], [-1.565, 2.326, 4.165], [-1.220, 1.417, 2.038], [-1.871, 2.441, 1.459], [-0.768, 0.350, 1.237], [-1.121, 0.327, -0.012], [0.020, -0.673, 1.834], [0.509, -1.669, 1.008], [0.272, -0.654, 3.193], [1.021, -1.624, 3.763]]
}

{
  "formula": "C5H8N2",
  "method": "wB97M-V/def2-TZVPD",
  "lumo_energy_ev": [-0.92, -0.79],
  "e_tot_ha": -304.6682,
  "charge": 0,
  "spin_multiplicity": 1,
  "species": ["C", "C", "C", "N", "C", "C", "N", "H", "H", "H", "H", "H", "H", "H", "H"],
  "positions_angstrom": [[-0.872, 1.495, 0.097], [-0.224, 0.143, 0.058], [-1.114, -1.033, 0.465], [0.399, -0.301, -1.129], [1.166, -0.044, 0.601], [2.261, -0.141, -0.339], [3.229, -0.553, -0.842], [-1.343, 1.660, 1.070], [-1.638, 1.525, -0.681], [-0.132, 2.281, -0.077], [-1.946, -1.059, -0.245], [-0.564, -1.975, 0.349], [-1.499, -0.952, 1.481], [0.662, 0.531, -1.693], [1.272, -0.791, 1.408]]
}